{
  "formula": "C29H55ClIN4O5P",
  "method": "ωB97M-V/def2-TZVPD",
  "species": ["C", "C", "C", "Cl", "C", "C", "C", "O", "N", "C", "C", "N", "C", "O", "C", "P", "O", "C", "I", "H", "H", "H", "H", "H", "H", "H", "H", "H", "H", "H", "H", "H", "H", "H", "H", "H", "H", "H", "C", "C", "C", "C", "C", "C", "N", "O", "C", "C", "C", "H", "H", "H", "H", "H", "H", "H", "H", "H", "H", "H", "H", "H", "H", "H", "H", "H", "H", "C", "C", "C", "C", "C", "C", "N", "O", "C", "C", "C", "H", "H", "H", "H", "H", "H", "H", "H", "H", "H", "H", "H", "H", "H", "H", "H", "H", "H"],
  "coordinates": [[-5.881883, 1.280949, 4.413549], [-4.389106, 1.613793, 4.160608], [-3.560426, 0.342920, 3.944833], [-4.458638, -0.733874, 2.813325], [-2.116790, 0.606237, 3.444369], [-2.015929, 1.174977, 2.011358], [-1.844477, 0.208196, 0.844595], [-0.743293, -0.056001, 0.526312], [-2.956266, -0.300763, 0.124033], [-3.213102, 0.468440, -1.076328], [-2.881483, -1.732413, -0.133938], [-1.729364, 1.791402, 4.275860], [-1.260812, 1.320544, 5.549790], [-1.050780, 2.026319, 6.441981], [-1.077929, -0.211177, 5.450416], [0.304695, -0.917487, 6.433556], [1.288421, 0.064011, 6.894352], [-1.031404, -0.382244, 3.928745], [-0.993406, -2.378411, 3.185011], [-6.464114, 1.391335, 3.511124], [-6.237461, 1.963561, 5.176150], [-5.974277, 0.290094, 4.841561], [-4.060321, 2.133804, 5.045916], [-4.303733, 2.291589, 3.320453], [-3.569110, -0.178207, 4.892686], [-2.931280, 1.730499, 1.820802], [-1.200181, 1.880337, 1.945318], [-2.493876, 0.267317, -1.876347], [-4.182398, 0.178445, -1.472035], [-3.279293, 1.533942, -0.882922], [-3.106155, -2.271149, 0.776086], [-3.655377, -1.991352, -0.849934], [-1.933161, -2.026305, -0.584329], [-0.897396, 2.266655, 3.928486], [-1.965042, -0.609662, 5.946055], [-0.316118, -1.483754, 7.573019], [0.852634, -1.998482, 5.711786], [-0.113784, 0.137494, 3.659800], [-0.757656, -5.147037, -6.254790], [-1.008033, -3.926748, -5.339251], [-0.274885, -2.703492, -5.896640], [1.236716, -2.748892, -5.683770], [1.568719, -3.002747, -4.214875], [0.869227, -4.236981, -3.642038], [-0.593486, -4.236152, -3.938821], [-1.177178, -3.415944, -3.137922], [1.531971, -5.514146, -4.196462], [1.121021, -4.296303, -2.135903], [-2.513116, -3.676626, -5.420210], [-0.937068, -6.081785, -5.722060], [-1.433974, -5.133851, -7.109332], [0.246987, -5.174799, -6.673074], [-0.664099, -1.797169, -5.421118], [-0.491434, -2.606943, -6.963101], [1.693398, -3.514412, -6.317225], [1.674887, -1.798494, -5.995500], [2.649217, -3.109164, -4.096607], [1.282972, -2.118555, -3.635398], [0.970999, -6.402338, -3.901801], [2.541754, -5.615898, -3.798361], [1.638147, -5.519815, -5.278422], [0.801393, -3.388403, -1.625744], [2.187339, -4.412208, -1.943344], [0.603454, -5.144869, -1.684450], [-3.073865, -4.520979, -5.014766], [-2.809298, -3.543164, -6.460252], [-2.813890, -2.776375, -4.886254], [1.969745, 2.005050, 0.037378], [3.247203, 2.346677, 0.835953], [2.867668, 2.771746, 2.257312], [2.259159, 4.171087, 2.332824], [3.163242, 5.192337, 1.645020], [3.535030, 4.801814, 0.212645], [4.035983, 3.399415, 0.131266], [5.252204, 3.366734, 0.553444], [2.315335, 4.994283, -0.711003], [4.576285, 5.786061, -0.317253], [4.025659, 1.034364, 0.909938], [2.148330, 2.058328, -1.037694], [1.635480, 0.990811, 0.251212], [1.123714, 2.648172, 0.278696], [3.755997, 2.746042, 2.896294], [2.167849, 2.043973, 2.677318], [1.260029, 4.183449, 1.885943], [2.125598, 4.452006, 3.379926], [2.675436, 6.169666, 1.641269], [4.074199, 5.307212, 2.241155], [2.518281, 4.603145, -1.709020], [2.086144, 6.055381, -0.813721], [1.405627, 4.528850, -0.339631], [5.458497, 5.838448, 0.318691], [4.151033, 6.788785, -0.357330], [4.895159, 5.515346, -1.325294], [4.331212, 0.703012, -0.084305], [3.397595, 0.257790, 1.346121], [4.914501, 1.112729, 1.534237]],
  "atomic_forces_ev_per_a": [[0.834, 0.401, 0.314], [-0.967, -0.543, 0.042], [-0.400, 0.187, -0.671], [0.290, -0.158, 0.099], [0.267, 1.471, 0.386], [-1.416, -0.673, -0.536], [-1.440, 0.463, 0.518], [2.965, -0.966, -0.644], [-0.614, 0.282, 0.511], [-0.404, -0.139, -0.385], [-0.032, 0.186, -0.429], [0.732, -0.473, 0.708], [-0.546, -1.813, -2.488], [0.633, 1.848, 2.845], [-0.182, -0.399, 0.280], [-0.010, 0.410, 0.854], [0.915, 0.651, -0.193], [-0.397, 0.257, 0.113], [-0.080, 0.157, 0.175], [-0.285, -0.240, -0.088], [-0.330, 0.263, -0.042], [-0.221, -0.265, -0.141], [0.555, 0.116, 0.109], [0.136, 0.153, -0.144], [0.183, -0.290, 0.072], [-0.147, 0.166, 0.132], [0.396, -0.012, 0.076], [0.311, 0.155, 0.031], [-0.210, -0.068, 0.015], [0.223, 0.203, 0.160], [0.240, -0.205, 0.224], [-0.177, 0.060, -0.090], [0.167, -0.171, 0.129], [-0.377, 0.325, -0.490], [-0.170, -0.396, -0.326], [-0.302, -0.357, -0.513], [-0.432, -0.008, -0.125], [0.383, -0.594, -0.558], [0.234, -0.142, -0.031], [-0.390, -1.043, -1.572], [0.382, 0.316, 0.249], [-0.030, -0.068, 0.040], [-0.239, 0.441, -0.305], [1.403, -1.372, 0.055], [0.345, 2.153, 0.043], [-0.646, -0.250, 0.629], [-0.033, -0.066, -0.305], [-0.466, 0.281, 0.298], [-0.208, 0.220, 0.542], [0.029, 0.028, 0.040], [-0.060, 0.146, 0.059], [0.023, -0.032, 0.094], [-0.064, -0.087, 0.105], [-0.124, -0.124, 0.015], [-0.027, -0.021, 0.019], [0.006, -0.021, -0.017], [-0.026, -0.141, 0.100], [-0.114, -0.087, 0.061], [-0.037, 0.030, -0.004], [-0.039, 0.106, 0.108], [-0.088, -0.008, 0.005], [-0.124, -0.043, -0.059], [0.029, -0.043, -0.173], [-0.025, 0.019, -0.027], [0.025, 0.008, 0.018], [0.161, -0.072, -0.058], [0.067, -0.081, 0.124], [-0.195, 0.118, -0.091], [-1.445, -1.204, -0.509], [0.120, 0.505, 0.245], [0.018, -0.030, -0.045], [0.011, -0.319, 0.457], [-1.147, 1.100, -1.090], [0.695, 0.426, 2.032], [0.627, -0.204, -0.547], [-0.257, -0.175, 0.040], [0.551, -0.207, 0.101], [0.622, 0.112, 0.010], [0.033, 0.069, 0.018], [0.096, 0.002, 0.114], [0.044, 0.067, -0.068], [0.068, -0.014, -0.107], [0.044, -0.119, -0.133], [0.023, -0.005, -0.048], [-0.016, -0.003, -0.011], [0.042, 0.019, -0.166], [0.072, -0.080, -0.107], [0.025, -0.036, 0.026], [0.145, 0.030, 0.058], [0.049, -0.079, -0.022], [0.006, -0.149, -0.037], [-0.167, -0.067, 0.021], [0.002, -0.037, 0.024], [0.000, 0.030, 0.003], [-0.158, 0.105, -0.037], [0.038, 0.115, -0.112]],
  "max_force_ha_per_bohr": 0.067,
  "e_homo_ev": [-8.439, -8.886],
  "multiplicity": 3,
  "energy_ev": -77070.7275
}